# 1
{"formula": "C43H87N11O10", "method": "ωB97M-V with the def2-TZVPD basis set", "max_force_ha_per_bohr": 0.10962, "smiles": "[H]/N=C\\CN(CCN)C[C@H](CCO)O[C@](C/C(C)=N\\[H])(Cc1ccccc1C)OCC.CNC(C)=O.CNC(C)=O.CNC(C)=O.CNC(C)=O.CNC(C)=O.CNC(C)=O.CNC(C)=O", "e_lumo_ev": 0.417, "elements": ["C", "H", "C", "H", "H", "H", "H", "H", "H", "C", "H", "H", "H", "H", "H", "C", "H", "C", "H", "H", "H", "H", "H", "H", "C", "H", "O", "H", "C", "C", "H", "C", "H", "C", "C", "C", "C", "H", "O", "H", "O", "N", "C", "H", "H", "H", "N", "O", "H", "H", "C", "H", "H", "C", "H", "H", "H", "H", "C", "C", "H", "H", "H", "C", "N", "C", "C", "C", "H", "H", "H", "H", "C", "H", "H", "H", "H", "C", "N", "H", "H", "N", "H", "H", "H", "H", "O", "H", "H", "H", "H", "C", "H", "H", "H", "H", "C", "H", "C", "C", "O", "H", "H", "H", "H", "H", "C", "H", "C", "H", "H", "H", "H", "C", "H", "C", "H", "O", "H", "C", "C", "H", "H", "H", "C", "H", "C", "N", "O", "C", "C", "N", "H", "O", "H", "N", "O", "N", "N", "C", "H", "H", "C", "H", "C", "C", "H", "H", "H", "C", "N"], "positions_angstrom": [[2.0353, 1.5062, 8.4227], [-7.6996, -1.7863, 1.4429], [0.5025, 1.9816, -6.0379], [-3.5869, 3.2852, 0.3576], [3.7798, -0.1081, 11.2654], [-0.7967, -1.0535, -0.8033], [0.8678, 2.2340, -5.0391], [-6.8617, 0.1203, -0.4033], [3.8838, 2.8776, 0.2974], [-1.7846, 0.8339, 1.9581], [-3.0373, -0.2160, 3.5626], [-9.1970, -8.6687, 1.1059], [2.7794, 3.5924, -0.9055], [9.3333, 3.2818, 2.9855], [-9.7807, -7.1627, 0.3718], [2.1546, 0.2443, 2.7323], [-1.3031, -0.0958, -3.6494], [-4.0486, 0.4519, -0.9645], [0.5121, -3.6006, 6.3551], [1.7796, 0.5913, -13.8499], [-4.7256, -1.6734, -2.3927], [5.1437, 5.9330, -1.6952], [10.0128, 3.7726, 1.4133], [2.3718, -0.1399, -12.3369], [-0.8767, 3.8483, -7.8817], [0.1944, 1.9374, -12.5346], [6.4046, 3.4306, -3.0091], [-1.5015, 1.6811, -5.4079], [1.5048, 0.2953, -12.8342], [-1.8883, 0.0711, 3.4097], [2.9376, 1.9743, -9.4507], [0.3294, -3.6856, 2.4715], [1.4105, -0.6610, 10.8966], [3.9437, -2.5509, -2.6012], [1.4767, 2.0360, -11.0062], [-6.6132, -8.5061, 2.4892], [-2.4892, 0.5730, -0.3711], [-4.4351, 4.3971, 1.6216], [-2.5170, 0.0104, 0.9859], [1.8670, -0.7672, 2.1675], [0.5452, 0.2518, -2.5045], [-6.5937, -7.7586, 1.2549], [3.7988, 3.6080, -0.5113], [6.2563, 5.2130, -0.4833], [0.7023, -0.4455, -12.8793], [0.6891, 0.9225, -6.2332], [1.0011, 1.4608, -12.1484], [0.0551, 0.7572, 9.5417], [-3.8236, 2.8706, 3.4337], [-7.6255, -8.7014, 2.8434], [-6.6105, -1.3171, 1.4780], [0.8015, 0.9565, -1.8238], [0.6650, -4.2838, 1.4944], [-6.0270, -0.2296, 0.3745], [-5.7490, 0.7355, 0.9876], [9.5047, 2.0844, 1.6773], [-0.3497, 3.1872, -8.5750], [-1.6396, 0.8585, 4.2386], [6.9824, 4.0737, 3.5243], [-0.5634, -2.2857, 2.2747], [-4.2549, 1.2402, 2.4926], [1.0284, 2.5844, -6.7786], [4.8804, -2.4649, 0.1794], [0.2288, -3.2584, 5.2532], [1.9879, -0.1447, 10.2430], [2.6736, 1.4084, -10.3481], [-9.0373, -7.5885, 1.0511], [-1.0876, -1.0710, 6.4297], [-4.6649, -3.9500, -1.8141], [-1.5746, 4.4649, -8.4545], [-9.1677, -7.1330, 2.0364], [-1.5211, 0.0017, 6.2483], [-3.7131, 2.2728, 2.4067], [4.0226, 4.6028, -0.1258], [-0.0312, 2.8983, 3.2616], [-0.1918, -0.9746, 7.1949], [6.0251, 4.4237, 3.9196], [0.8698, 1.3054, 2.5871], [4.6951, 3.2108, -1.5703], [6.8658, 5.7270, -2.0681], [1.4123, -5.1635, 4.1009], [-6.2923, -3.9660, -0.3788], [7.7437, 4.8270, 3.7439], [7.2318, 3.1264, 4.0098], [-0.2384, 1.9160, 0.6786], [2.3432, -0.0708, 3.8573], [3.3664, 0.1885, -0.3160], [-4.6667, 1.4386, -0.8244], [2.5623, 0.8452, 7.7295], [-6.0986, -9.4554, 2.3195], [-1.9383, -1.7000, 6.9810], [9.2803, 3.1292, 1.9074], [-2.3628, -1.1984, -1.8416], [-5.6965, -7.5272, 0.8445], [-6.0695, -7.9310, 3.2431], [-4.1287, -3.4223, -0.0349], [-5.2252, -1.7492, -1.3354], [5.9657, -1.4204, -0.7985], [5.1126, -1.4378, -0.1150], [3.4145, -0.3604, 10.2665], [-2.8569, 3.0992, -6.7627], [2.7423, 2.1663, 8.9325], [3.6011, -1.4196, 10.0713], [4.8107, -2.9862, -2.1038], [-3.9024, 0.3301, -2.1432], [3.1225, 0.6696, 2.2034], [-1.5918, -0.4158, -1.3775], [0.1570, 0.0297, 0.8304], [-0.6565, -1.8634, 5.0472], [4.5674, 2.2993, -1.9947], [4.2186, -2.2550, -3.6169], [-6.4969, -4.8413, -0.9122], [-6.4009, -1.6887, -1.5289], [6.0122, 5.2858, -1.5466], [1.3375, 2.1228, 7.8500], [-1.0535, -1.3351, 3.5161], [-2.1813, 1.6994, -0.4412], [5.8306, 4.0921, 1.4249], [3.1413, -3.2918, -2.6462], [-4.9727, -3.3274, -0.8432], [6.8720, 3.8746, 2.0384], [2.4414, 0.3814, -10.0537], [2.6333, -0.9088, -2.3015], [5.3765, -0.8719, 0.7824], [1.2765, 0.6906, 9.4320], [7.8281, 3.3262, 0.3725], [-4.3734, 3.2782, 1.2557], [7.9774, 3.4371, 1.3688], [-2.2752, 2.2106, 2.1145], [-0.9406, 0.3960, -2.6492], [3.9156, -0.8103, -0.7732], [-5.7879, -1.6526, 2.5261], [3.9404, 0.2423, 9.5259], [0.9274, 3.0348, -10.5490], [-4.8736, -1.1471, 2.4421], [3.4400, -1.3854, -1.9153], [-7.4654, -6.6743, -0.5072], [-0.9242, 2.1974, -6.0614], [-4.7541, -0.7252, -0.3267], [0.7549, -4.1853, 3.9748], [-0.7952, -1.9826, 1.1687], [-5.3733, 2.8743, 0.8012], [-1.6355, 3.0327, -6.8725], [-6.2086, -4.2472, 0.6233], [-0.2140, 0.9808, 1.4017], [5.7332, 3.9177, -2.1033], [-1.2930, 1.5098, -2.5797], [3.5268, 1.4259, -11.0316], [-0.1697, 4.5084, -7.3720], [-7.6562, -7.3003, 0.5320], [0.8165, 2.3356, 3.4931]], "atomic_forces_ev_per_a": [[-0.046, 0.172, -0.185], [2.551, 1.111, -0.099], [-0.118, -0.258, 0.363], [-1.745, -0.011, 1.928], [0.295, -0.046, -0.145], [-1.330, 1.519, -1.177], [0.305, -0.091, -0.137], [1.630, -0.927, 1.509], [-0.196, 0.304, 0.050], [1.693, -0.791, 0.341], [2.426, 0.600, -0.335], [-0.046, 0.107, 0.177], [-0.107, 0.085, 0.172], [-0.116, 0.004, -0.202], [0.303, -0.049, 0.078], [-0.853, -0.528, -0.543], [1.051, 1.037, 1.863], [0.758, 0.712, -0.661], [-0.716, 0.888, -2.632], [0.119, -0.307, 0.000], [-0.631, 0.285, 2.120], [0.075, -0.006, 0.203], [0.188, -0.141, 0.222], [-0.169, 0.158, -0.021], [-0.062, 0.031, -0.108], [0.206, -0.127, 0.097], [0.058, 0.116, 0.154], [0.173, 0.145, -0.175], [-0.362, 0.102, -0.293], [-0.907, -0.776, -0.665], [-0.169, -0.036, -0.251], [-1.010, 2.202, 3.320], [0.158, 0.140, -0.167], [-0.342, 0.121, -0.257], [-0.645, 0.604, -0.093], [0.478, 0.029, -0.027], [-1.127, -1.112, -1.518], [-0.144, -2.437, -0.615], [0.928, 2.657, 0.131], [0.624, 2.270, 1.180], [-1.458, 2.098, 0.565], [-0.515, 0.299, -0.477], [-0.326, -0.401, 0.055], [-0.291, 0.114, -0.085], [0.247, -0.181, -0.116], [0.324, 0.083, 0.012], [0.186, 0.367, 0.597], [0.566, -0.028, -0.120], [0.227, -1.608, -2.047], [0.155, 0.092, -0.154], [3.104, -0.291, 2.596], [-0.333, -1.559, -1.316], [-0.863, 1.495, 2.479], [-0.585, 0.677, 0.685], [-0.510, -2.000, -1.066], [0.251, 0.069, 0.188], [0.142, 0.262, 0.058], [-0.068, -1.756, -1.615], [-0.150, 0.083, 0.219], [1.060, -1.020, 3.125], [1.262, 1.941, -0.380], [-0.213, -0.057, 0.077], [0.171, 0.024, -0.103], [-0.679, 0.968, -3.459], [-0.393, 0.316, -0.321], [0.163, 0.012, 0.207], [-0.261, 0.045, -0.060], [-0.273, -0.606, -0.024], [-0.335, 1.481, 2.065], [0.063, -0.218, 0.218], [-0.050, -0.202, -0.016], [0.951, -2.155, 0.161], [-1.065, 2.138, 0.434], [0.058, -0.286, -0.132], [0.548, -0.419, 0.141], [-1.765, -0.255, -1.777], [0.169, -0.100, -0.243], [0.853, 1.435, 2.537], [0.690, 0.432, -0.469], [-0.202, -0.216, -0.055], [-1.625, 2.385, -0.136], [1.463, -0.255, 0.254], [0.024, -0.181, 0.107], [0.120, 0.163, 0.055], [0.163, -1.906, 1.373], [-0.416, 1.055, -2.320], [0.178, -0.113, -0.120], [1.308, -1.802, -0.077], [0.115, 0.162, 0.059], [-0.117, -0.055, 0.296], [1.843, 1.344, -1.277], [0.094, -0.091, -0.454], [1.633, 1.543, 1.215], [-0.218, -0.058, 0.122], [-0.123, -0.236, 0.183], [-1.575, 0.440, -1.599], [-0.455, -2.028, -0.654], [-0.044, -0.178, 0.082], [0.162, 0.040, 0.234], [-0.141, -0.294, 0.349], [0.472, -0.062, -0.022], [0.089, -0.112, -0.156], [0.317, 0.104, -0.010], [-0.160, 0.149, -0.024], [-0.561, 0.146, 2.508], [-2.107, -0.735, 1.221], [-1.284, -0.258, -0.376], [-0.940, 1.913, 1.183], [1.459, -2.094, -2.184], [-0.006, 0.189, 0.197], [0.112, -0.297, 0.004], [0.332, 1.084, 0.787], [2.431, -0.053, 0.435], [0.262, 0.286, -0.029], [0.069, -0.220, 0.197], [2.374, -3.350, 1.198], [-0.295, -2.173, 0.416], [0.529, -0.049, 0.500], [0.232, -0.173, -0.116], [-0.361, -0.380, -1.021], [-0.327, -0.030, -0.660], [0.182, 0.015, -0.112], [-0.001, -0.107, 0.027], [-0.179, -0.038, -0.232], [-0.849, -0.141, 0.331], [0.065, -0.020, 0.190], [1.120, -0.347, -0.755], [-0.678, 0.255, 0.273], [-0.903, -2.550, -0.243], [-0.188, -0.803, 1.378], [-0.599, 0.295, -0.333], [-3.196, 1.402, -4.047], [-0.198, -0.073, 0.106], [0.307, -0.453, -0.115], [-0.864, -0.450, -0.378], [0.279, 0.436, 0.727], [-0.217, -0.376, 0.356], [-0.393, 0.289, -0.278], [-2.124, 0.833, -1.486], [-2.568, 3.834, -1.089], [0.316, -0.591, 2.489], [1.731, 0.997, 1.149], [-0.805, 0.011, 0.203], [-0.114, 0.343, -1.210], [0.201, 1.025, 0.619], [-0.246, -0.672, -0.210], [0.827, -1.933, -0.400], [-0.038, -0.188, 0.100], [0.103, -0.117, -0.162], [0.575, 0.295, -0.517], [-0.599, -3.820, -4.102]]}

---

# 2
{"formula": "C5H10N", "method": "ωB97M-V with the def2-TZVPD basis set", "total_charge": 1, "max_force_ha_per_bohr": 0.10246, "smiles": "CC=[N+]=CCC", "de_lowest_ev": 2.632, "e_lumo_ev": -4.767, "elements": ["N", "C", "C", "H", "H", "H", "H", "H", "C", "H", "H", "H", "C", "H", "C", "H"], "positions_angstrom": [[0.7759, 0.6572, 0.2451], [-1.5682, 0.0906, -0.7184], [-0.4293, 0.6685, 0.3575], [2.3924, -1.5395, -0.4416], [-1.0845, -0.8028, -0.9659], [2.5266, 1.5263, -0.0946], [-3.6405, -0.5159, -0.1044], [-3.2122, 0.8970, 0.8196], [2.8921, -0.6454, -0.1665], [-1.6242, 0.7506, -1.5810], [3.8026, -0.6026, -0.7590], [-0.7134, 0.3376, 1.3207], [-2.8743, -0.0135, 0.2826], [3.3275, -0.7835, 0.8973], [1.9982, 0.6069, -0.1396], [-2.5687, -0.6316, 1.0480]], "atomic_forces_ev_per_a": [[4.682, 0.086, -2.413], [-0.651, 3.622, 3.445], [-3.488, -3.022, -1.381], [-0.740, -0.735, -0.084], [0.156, -1.691, -0.447], [0.270, 1.046, -0.412], [-3.222, -1.617, -2.174], [0.426, -0.097, -1.060], [0.270, 0.597, 1.771], [-0.299, -0.048, 0.067], [-0.258, 0.763, -0.389], [-0.758, 0.867, 1.641], [3.831, 2.645, -0.658], [-0.979, 0.324, -1.379], [-0.165, -1.207, 1.619], [0.925, -1.533, 1.853]]}

---

# 3
{"formula": "C7H16N3", "method": "ωB97M-V with the def2-TZVPD basis set", "total_charge": 1, "max_force_ha_per_bohr": 0.09104, "smiles": "C=[NH+][C@@H](C)NN/C(C)=C\\C", "de_lowest_ev": 5.555, "e_lumo_ev": [-5.393, -5.395], "elements": ["C", "H", "C", "N", "H", "H", "H", "H", "H", "C", "H", "H", "C", "H", "H", "C", "H", "H", "H", "N", "H", "N", "H", "C", "C", "H"], "positions_angstrom": [[1.8108, 0.7884, -1.8609], [-1.9725, -2.4770, 2.3634], [0.9437, -0.1671, -1.4561], [-1.2314, -0.4334, -0.2334], [1.2386, 2.3972, -0.6194], [1.5488, 2.8868, -2.3431], [2.6472, 0.3449, -2.4696], [-2.6437, -0.6584, 1.3747], [-2.5632, 1.5631, 2.2332], [-1.7935, 1.1996, 1.4458], [0.4064, -2.0842, -2.2811], [1.9856, -1.6573, -2.5786], [-0.9165, -2.0879, 2.5985], [-0.9704, 1.8045, 1.7014], [-0.1686, 1.3329, -0.6525], [1.2909, -1.6326, -1.6970], [0.1611, -0.4848, 2.2953], [-0.2241, -2.4411, 3.3127], [1.7320, -2.1341, -0.8323], [-0.6450, -0.9446, 2.0317], [-1.2697, -1.4191, -0.4296], [-0.1515, 0.2549, -0.7474], [2.8600, 2.6439, -1.3904], [1.9097, 2.2134, -1.5395], [-1.6109, -0.2934, 1.2472], [-2.3740, 1.4851, 0.5271]], "atomic_forces_ev_per_a": [[2.034, -2.263, -1.294], [2.003, 0.143, 0.662], [1.935, 0.228, -0.065], [-1.658, -0.487, 1.310], [1.221, 0.369, -1.095], [-0.415, -0.436, 0.227], [-0.825, 0.710, 0.696], [0.823, -0.835, -0.150], [1.164, -1.403, -0.719], [-3.399, 0.912, 0.842], [0.871, -0.191, 1.754], [-0.029, 0.189, 1.261], [-1.913, 1.724, -1.388], [1.430, 0.554, -0.434], [-0.750, -2.808, -0.357], [-1.519, 0.657, -2.819], [2.385, 1.316, 0.276], [0.561, -0.942, 0.450], [-0.523, -0.255, -0.244], [-2.747, -3.307, 1.853], [0.542, -0.149, -0.818], [-0.263, 2.887, 1.312], [1.432, -0.229, 0.687], [-3.185, 1.091, 0.588], [-0.325, 2.344, -3.108], [1.151, 0.179, 0.573]]}